[1]
The following is a quantum chemistry calculation of a single CH2N4O molecule in a non-equilibrium geometry, from the OMol25 dataset.

## Properties
E_HOMO = -9.980 eV
orbital gap = 0.3793 hartree
structure (SMILES) = [H]/N=c1/[nH]nno1
spin multiplicity = 1
total energy = -333.4159 a.u.

Each line ends with the Mulliken charge.
Geometry (Å):
N1 -0.065062 -0.839076 0.362597  0.049
H1 -1.459624 1.202552 -1.315662  0.270
N2 1.038507 -0.741918 1.031815  -0.222
N3 1.824438 0.141375 0.550041  -0.040
O1 1.014601 0.823299 -0.603480  -0.268
H2 -0.813929 -1.070441 1.275989  0.383
C1 -0.229518 0.251671 -0.374859  0.353
N4 -1.309413 0.232537 -0.926441  -0.526

Atoms 1-3, force components in eV/Å:
-2.4 -3.6 7.2
-0.1 -1.5 -0.4
5.7 2.2 -0.5

=====

[2]
The following is a quantum chemistry calculation of 2 unconnected molecules or ions with the total composition CH2N4O2 in a non-equilibrium geometry, from the OMol25 dataset.

## Properties
E_HOMO (spin up / spin down) = -10.528 / -9.041 eV
orbital gap (spin up / spin down) = 0.3460 / 0.2589 hartree
spin multiplicity = 1
total energy = -408.5904 a.u.

Each line ends with the Mulliken charge.
Geometry (Å):
N1 0.898222 2.322012 -0.479181  -0.389
N2 1.276459 -1.005322 0.054631  0.662
C1 0.268083 1.552672 0.092964  0.570
O1 2.461588 -1.119361 0.065421  -0.427
N3 -0.451866 0.599792 0.731274  -0.445
H1 -1.917388 -0.630080 0.611842  0.208
H2 -1.701336 0.195128 -0.809310  0.245
N4 -1.324720 -0.094078 0.111166  -0.056
O2 0.490957 -1.820761 -0.378806  -0.368

Atoms 1-3, force components in eV/Å:
0.6 0.9 -0.3
0.1 -2.1 -0.9
-1.7 -1.8 0.1

=====

[3]
The following is a quantum chemistry calculation of a single CH2N4O3 molecule in a non-equilibrium geometry, from the OMol25 dataset.

## Properties
E_HOMO = -11.055 eV
orbital gap = 0.3852 hartree
structure (SMILES) = N#CNN(O)[N+](=O)[O-]
spin multiplicity = 1
total energy = -483.7925 a.u.

Each line ends with the Mulliken charge.
Geometry (Å):
H1 -0.819954 0.888106 -1.596475  0.309
O1 2.205644 -0.681713 0.411059  -0.673
N1 -2.933209 0.012790 0.619329  -0.344
N2 -0.875007 0.270812 -0.686877  -0.248
N3 1.154995 -0.910814 -0.092673  1.180
O2 0.703643 1.270883 0.724489  -0.450
O3 0.781587 -1.960318 -0.666503  -0.573
N4 0.145921 0.017557 0.179607  0.003
H2 1.651151 1.033721 1.145291  0.406
C1 -2.014768 0.058972 -0.037250  0.390

Atoms 1-3, force components in eV/Å:
0.2 -1.6 2.6
1.4 0.0 0.4
-2.3 -0.5 1.3

=====

[4]
The following is a quantum chemistry calculation of a gas-phase ion, CH2NO (charge +1) in a non-equilibrium geometry, from the OMol25 dataset.

## Properties
E_HOMO = -18.242 eV
total charge = +1
orbital gap = 0.3597 hartree
structure (SMILES) = C=[N+]=O
spin multiplicity = 1
total energy = -168.8427 a.u.

Each line ends with the Mulliken charge.
Geometry (Å):
O1 1.852337 -0.031166 -0.000519  -0.126
C1 -0.566566 -0.063684 -0.012873  -0.049
H1 -1.176193 -0.886462 0.043384  0.364
N1 0.746812 0.026227 -0.048662  0.520
H2 -0.856388 0.955087 0.018670  0.291

Atoms 1-3, force components in eV/Å:
2.2 0.5 -0.1
6.1 3.5 -0.1
-0.9 -2.4 0.0

=====

[5]
The following is a quantum chemistry calculation of a single CH2NO2P molecule in a non-equilibrium geometry, from the OMol25 dataset.

## Properties
E_HOMO (spin up / spin down) = -9.633 / -9.604 eV
orbital gap (spin up / spin down) = 0.3076 / 0.2852 hartree
spin multiplicity = 1
total energy = -585.7342 a.u.

Each line ends with the Mulliken charge.
Geometry (Å):
H1 0.802220 0.224539 -0.083198  0.288
O1 -4.337430 -0.340919 0.420791  -0.438
O2 -1.081491 1.204350 -0.156104  -0.027
H2 -0.748428 -0.864035 0.270470  0.247
N1 -2.291592 1.096345 0.194799  -0.154
P1 -3.101295 -0.252401 -0.329972  0.324
C1 -0.281368 0.074221 -0.097905  -0.239

Atoms 1-3, force components in eV/Å:
-0.6 0.2 -0.6
-1.4 -0.5 0.6
5.4 -2.7 -0.3

=====

[6]
The following is a quantum chemistry calculation of a molecular structure, CH2NO2P in a non-equilibrium geometry, from the OMol25 dataset.

## Properties
E_HOMO (spin up / spin down) = -10.359 / -10.190 eV
orbital gap (spin up / spin down) = 0.3030 / 0.2569 hartree
spin multiplicity = 1
total energy = -585.7448 a.u.

Each line ends with the Mulliken charge.
Geometry (Å):
H1 -0.732826 -1.328298 -0.239303  0.279
O1 1.215825 0.435955 1.444430  -0.329
H2 -0.486147 -0.155937 -1.578830  0.274
N1 -0.830933 0.755915 0.018774  -0.370
O2 1.097395 -0.464784 -0.489693  -0.322
C1 -0.191895 -0.398041 -0.529312  0.033
P1 -0.071418 1.155189 1.373934  0.434

Atoms 1-3, force components in eV/Å:
0.2 0.3 -0.1
1.5 -0.6 0.7
0.4 -0.4 -0.4

=====

[7]
The following is a quantum chemistry calculation of 3 unconnected molecules or ions with the total composition CH2NO2S in a non-equilibrium geometry, from the OMol25 dataset.

## Properties
E_HOMO (spin up / spin down) = -4.741 / -4.737 eV
total charge = -1
orbital gap (spin up / spin down) = 0.2501 / 0.2507 hartree
spin multiplicity = 1
total energy = -642.7089 a.u.

Each line ends with the Mulliken charge.
Geometry (Å):
H1 0.016816 -0.686295 1.291013  0.320
O1 -0.018144 -1.535050 1.759553  -0.639
O2 -1.706533 0.968719 -2.687227  -0.647
S1 1.749293 0.914962 0.774362  -0.196
N1 -0.059677 1.168808 -1.002953  -0.462
H2 0.881728 -1.856924 1.719992  0.304
C1 -0.863484 1.025780 -1.854739  0.320

Atoms 1-3, force components in eV/Å:
0.2 -0.1 0.0
-0.6 -0.2 0.2
-1.2 -0.3 -1.4

=====

[8]
The following is a quantum chemistry calculation of a gas-phase ion, CH2NO3PS (charge -2) in a non-equilibrium geometry, from the OMol25 dataset.

## Properties
E_HOMO (spin up / spin down) = 0.664 / 0.661 eV
total charge = -2
orbital gap (spin up / spin down) = 0.1955 / 0.1957 hartree
structure (SMILES) = [H]/N=C(\[S-])[P@](=O)([O-])O
spin multiplicity = 1
total energy = -1059.3063 a.u.

Each line ends with the Mulliken charge.
Geometry (Å):
H1 -0.623375 1.266811 -0.480713  0.372
O1 -1.320878 1.790913 -0.147529  -0.540
N1 0.524866 -0.371484 0.135171  -0.782
O2 -3.063298 0.398598 -1.217317  -0.716
C1 -1.222798 -0.832304 0.121469  0.086
P1 -2.348020 0.522563 0.045355  0.765
H2 1.002044 -1.239601 0.422217  0.104
O3 -3.099055 0.529205 1.356744  -0.773
S1 -1.510538 -2.443515 -0.155960  -0.517

Atoms 1-3, force components in eV/Å:
2.7 -0.6 -0.7
-1.8 0.6 1.2
-5.2 -0.4 0.4

=====

[9]
The following is a quantum chemistry calculation of a single CH2NO3PS molecule, from the OMol25 dataset.

## Properties
E_HOMO = -9.680 eV
orbital gap = 0.3545 hartree
structure (SMILES) = N#CSOP(O)O
spin multiplicity = 1
total energy = -1059.3502 a.u.

Each line ends with the Mulliken charge.
Geometry (Å):
S1 -0.917076 1.622419 -0.885586  0.037
O1 -0.279920 0.110454 -0.723859  -0.198
O2 2.176148 -0.069499 -0.406715  -0.447
P1 0.842369 -0.366146 0.449032  0.389
H1 -0.033923 -2.383771 0.466583  0.338
O3 0.730327 -1.933515 0.106425  -0.447
C1 -2.267191 1.449586 0.106184  0.320
H2 2.920104 0.267505 0.089841  0.343
N1 -3.170838 1.302967 0.798096  -0.337

Atoms 1-3, force components in eV/Å:
0.6 -0.3 0.1
-0.1 -0.1 -0.3
-0.1 -0.2 -0.5

=====

[10]
The following is a quantum chemistry calculation of 2 unconnected molecules or ions with the total composition CH2NO3S in a non-equilibrium geometry, from the OMol25 dataset.

## Properties
E_HOMO (spin up / spin down) = -4.256 / -4.252 eV
total charge = -1
orbital gap (spin up / spin down) = 0.2960 / 0.2958 hartree
spin multiplicity = 1
total energy = -717.8243 a.u.

Each line ends with the Mulliken charge.
Geometry (Å):
S1 -2.718831 0.062249 -0.370198  0.478
H1 0.888547 0.599340 -0.032063  0.238
N1 -0.049512 0.234655 -0.110539  -0.281
C1 -0.990470 1.073561 -0.262410  0.123
O1 -0.325872 2.975086 -0.041766  -0.759
O2 -3.245028 0.333521 0.972448  -0.551
O3 -1.970022 -1.232695 -0.497720  -0.650
H2 -0.654604 -0.650662 -0.267514  0.401

Atoms 1-3, force components in eV/Å:
0.2 1.4 -0.1
0.1 -0.4 0.2
-1.2 0.8 -0.6

=====

ΔE to the lowest compared entry with this formula, charge and spin readings, ordered: 3.590; 5.311; 2.412; 0.436; 4.903; 4.616; 2.012; 4.581; 1.517; 5.908 eV